1.
53
Properties=species:S:1:pos:R:3:forces:R:3 method="wB97M-V/def2-TZVPD" largest_force_ha_per_bohr=0.008 multiplicity=1 mol_weight_g_mol=577.73 lumo_energy_ev="2.51 / 2.51" charge=-1 homo_lumo_gap_ev="7.093 / 7.096"
Ti -0.611 -0.068 0.399 0.2 0.2 -0.1
O -0.320 -1.945 -0.805 0.0 0.0 0.0
C 0.429 -3.006 -0.356 0.0 -0.1 0.0
C 0.844 -3.973 -1.259 0.0 0.0 0.0
C 1.575 -5.063 -0.817 0.0 0.0 0.0
C 1.873 -5.197 0.530 0.0 0.0 0.0
C 1.439 -4.227 1.421 0.0 0.0 0.0
C 0.725 -3.111 1.001 0.0 0.0 0.0
C 0.346 -2.048 2.028 0.0 0.0 0.0
O -0.812 -1.370 1.670 -0.1 0.0 0.0
N 1.381 -1.030 2.219 0.0 -0.1 0.0
N 1.275 -0.138 1.083 0.1 -0.1 0.1
C 2.358 0.731 1.093 0.0 0.0 0.1
C 2.523 1.823 0.388 -0.1 0.1 0.0
Br 0.222 0.727 -1.934 0.0 0.1 0.1
C 2.711 2.942 -0.256 0.1 -0.1 -0.1
C 2.209 4.267 0.157 0.0 0.1 0.0
C 2.587 5.397 -0.564 0.0 0.0 0.0
C 2.118 6.655 -0.214 0.0 0.0 0.0
C 1.252 6.798 0.860 0.0 0.0 0.0
C 0.858 5.674 1.578 0.0 0.1 0.0
C 1.334 4.421 1.233 0.0 0.0 0.0
H -0.024 -1.617 -1.676 0.0 0.0 0.0
H 0.578 -3.865 -2.304 0.0 0.0 0.0
H 1.898 -5.814 -1.527 0.0 0.0 0.0
H 2.430 -6.054 0.886 0.0 0.0 0.0
H 1.661 -4.329 2.478 0.0 0.0 0.0
H 0.203 -2.551 2.991 0.0 0.0 0.0
H 2.290 -1.493 2.183 0.0 0.0 -0.1
H 3.152 0.471 1.795 0.0 0.1 0.0
H 3.241 2.911 -1.207 -0.1 0.0 0.0
H 3.253 5.283 -1.413 0.0 0.0 0.0
H 2.423 7.522 -0.787 0.0 0.0 0.0
H 0.874 7.777 1.129 0.0 0.0 0.0
H 0.160 5.763 2.400 0.0 0.0 0.0
H 1.010 3.547 1.783 0.1 0.1 0.0
Cl -3.937 -4.561 -3.708 0.0 0.0 0.0
C -3.606 -3.164 -2.706 0.0 0.0 0.0
C -3.234 -1.969 -3.297 0.0 0.0 0.0
C -2.967 -0.868 -2.499 0.0 -0.1 0.0
C -3.057 -0.931 -1.102 -0.1 0.3 0.0
C -2.672 0.222 -0.258 0.0 -0.4 0.1
C -3.454 -2.156 -0.544 0.0 0.1 0.0
C -3.724 -3.263 -1.329 0.0 0.0 -0.1
H -3.153 -1.901 -4.375 0.0 0.0 0.0
H -2.657 0.061 -2.960 0.0 0.0 0.0
H -3.236 0.251 0.678 0.0 0.0 0.0
H -2.743 1.183 -0.762 0.0 0.0 0.0
H -3.522 -2.242 0.534 0.0 0.0 0.0
H -4.018 -4.202 -0.878 0.0 0.0 0.0
S -1.423 3.628 3.330 -0.1 -0.1 0.1
C -1.134 2.470 2.244 -0.1 0.0 0.0
N -0.924 1.632 1.451 0.0 0.0 -0.1

2.
141
Properties=species:S:1:pos:R:3:forces:R:3 method="wB97M-V/def2-TZVPD" largest_force_ha_per_bohr=0.184 multiplicity=1 mol_weight_g_mol=1000.24 lumo_energy_ev=-1.06 charge=0 homo_lumo_gap_ev=6.324
O 3.384 0.836 6.582 3.0 6.2 -5.9
C 3.793 1.611 5.559 -1.8 -5.5 2.6
C 3.875 0.892 4.085 0.2 6.2 -2.2
C 3.898 2.090 3.159 0.2 -2.5 2.2
C 3.950 2.174 1.522 -1.2 0.8 0.1
C 3.490 0.803 0.743 -0.1 0.2 0.2
C 2.019 0.222 1.175 0.6 -1.7 1.2
S 0.586 0.873 0.136 -1.2 0.6 0.9
C -1.010 0.698 1.171 0.5 -1.5 1.7
S -0.947 -0.570 2.353 -0.4 2.5 -2.3
N -2.195 1.624 0.978 1.7 -0.1 2.2
C -3.348 1.290 1.911 -4.2 -0.7 3.7
C -3.740 2.234 3.235 -2.0 -2.9 -0.4
C -5.004 1.845 4.259 0.5 -2.6 -2.9
C -5.937 0.505 4.037 4.0 1.8 -2.9
C -5.572 -0.432 2.722 2.0 3.3 1.0
C -4.345 -0.038 1.705 -0.4 1.6 2.2
C -1.714 3.050 1.140 1.4 4.4 0.7
C -0.629 3.385 2.360 -0.7 3.3 -1.7
C -0.065 4.931 2.657 -3.3 -1.3 -3.3
C -0.641 6.140 1.702 -1.0 -3.7 -0.4
C -1.696 5.826 0.477 0.9 -3.0 2.2
C -2.266 4.286 0.163 2.8 0.7 3.3
C 3.864 3.465 4.099 -0.4 4.1 -1.7
O 3.667 4.743 3.753 1.4 -9.0 2.6
O 4.146 3.042 5.509 -2.1 -2.2 -2.3
H 3.869 -0.235 3.759 -0.1 2.6 1.2
H 5.002 2.580 1.132 -2.2 -1.1 1.1
H 3.164 3.017 1.209 1.7 -1.7 0.8
H 4.300 -0.044 0.972 -1.9 1.8 -0.7
H 3.460 1.023 -0.412 0.4 -0.5 2.5
H 1.781 0.394 2.309 0.3 -0.3 -2.2
H 2.061 -0.959 1.004 -0.2 2.6 0.4
H -3.168 3.226 3.513 -1.2 -2.3 -0.9
H -5.227 2.565 5.170 0.6 -1.6 -2.3
H -6.808 0.296 4.795 1.9 0.3 -1.8
H -6.232 -1.399 2.558 1.7 2.2 0.1
H -4.125 -0.752 0.780 -0.5 1.7 2.3
H -0.191 2.557 3.084 -1.3 1.7 -1.9
H 0.693 5.087 3.566 -1.9 -0.2 -2.4
H -0.275 7.237 1.923 -0.9 -2.5 -0.6
H -2.111 6.718 -0.192 1.1 -2.2 1.7
H -3.044 4.083 -0.718 1.9 0.4 2.2
C -5.379 7.760 -3.631 0.0 0.1 0.1
C -5.233 6.422 -4.327 -0.1 0.2 0.1
O -4.716 5.427 -3.424 0.3 -0.5 0.0
C -5.465 4.704 -2.561 0.5 -1.1 1.0
C -6.888 5.117 -2.314 -0.5 -0.2 -0.4
O -4.972 3.770 -1.936 -0.4 1.7 -1.3
H -6.090 7.710 -2.804 0.0 0.0 -0.1
H -5.722 8.525 -4.336 0.1 -0.1 0.1
H -4.421 8.077 -3.206 -0.1 -0.1 -0.2
H -6.162 6.081 -4.794 0.0 0.0 0.2
H -4.498 6.515 -5.134 0.0 -0.3 0.3
H -6.928 5.746 -1.420 0.0 -0.1 -0.1
H -7.489 4.219 -2.154 0.2 0.1 0.2
H -7.346 5.644 -3.150 0.1 0.2 0.1
C -10.512 2.683 6.460 -0.2 0.1 0.0
C -9.130 2.068 6.357 -0.2 0.1 0.2
O -8.274 2.866 5.519 0.6 0.0 -0.4
C -7.575 3.946 5.936 0.8 0.9 -0.9
C -7.887 4.537 7.281 0.2 -0.2 0.6
O -6.750 4.479 5.200 -1.5 -1.2 1.0
H -10.480 3.672 6.921 0.0 -0.1 0.1
H -11.174 2.045 7.055 0.2 0.1 0.0
H -10.948 2.812 5.464 0.1 -0.1 0.1
H -8.669 1.892 7.334 -0.1 0.1 -0.1
H -9.209 1.089 5.872 0.2 0.3 -0.1
H -8.592 5.362 7.154 0.1 -0.1 0.0
H -6.960 4.914 7.720 -0.1 0.2 -0.3
H -8.291 3.820 7.995 -0.2 0.1 -0.1
C 5.371 -3.743 -1.571 0.1 0.0 0.0
C 4.157 -2.987 -2.072 0.2 -0.3 0.1
O 4.196 -1.613 -1.646 -0.4 0.8 0.1
C 4.862 -0.625 -2.286 0.1 1.0 0.3
C 5.844 -0.992 -3.362 -0.2 -0.1 -0.6
O 4.720 0.546 -1.947 0.0 -1.9 -0.6
H 6.298 -3.332 -1.976 -0.1 -0.2 -0.1
H 5.309 -4.800 -1.853 0.1 0.2 0.0
H 5.443 -3.673 -0.481 -0.1 0.0 -0.1
H 4.028 -3.058 -3.156 0.1 0.1 0.1
H 3.255 -3.421 -1.625 0.1 0.4 0.0
H 6.847 -1.037 -2.929 -0.1 0.0 -0.1
H 5.817 -0.222 -4.137 0.2 0.0 0.3
H 5.621 -1.934 -3.861 0.1 -0.1 0.2
C 5.793 -9.320 -3.248 0.0 -0.1 0.2
C 5.780 -8.057 -4.085 0.0 -0.3 0.0
O 6.247 -6.930 -3.320 0.0 0.7 0.1
C 7.546 -6.599 -3.148 0.6 1.0 0.8
C 8.605 -7.588 -3.544 0.2 -0.1 -0.6
O 7.856 -5.539 -2.613 -1.0 -1.6 -0.9
H 6.802 -9.578 -2.921 0.0 0.0 -0.1
H 5.387 -10.163 -3.818 0.1 0.2 0.1
H 5.192 -9.185 -2.343 0.0 0.0 -0.2
H 6.344 -8.158 -5.017 0.1 0.0 0.2
H 4.748 -7.827 -4.372 0.3 0.2 0.2
H 8.902 -8.165 -2.663 0.0 0.1 -0.1
H 9.469 -7.040 -3.927 -0.1 0.0 0.3
H 8.299 -8.269 -4.337 0.0 -0.1 0.1
C -9.232 -2.567 9.290 -0.2 -0.1 0.0
C -8.420 -1.348 9.679 -0.1 -0.2 0.0
O -9.144 -0.137 9.393 0.1 0.7 -0.1
C -10.062 0.425 10.212 -0.8 1.3 -0.3
C -10.576 -0.369 11.379 0.3 -0.1 0.6
O -10.521 1.537 9.967 1.1 -1.9 0.0
H -10.160 -2.633 9.860 0.1 0.0 0.1
H -8.655 -3.483 9.460 -0.1 0.2 0.0
H -9.513 -2.519 8.233 0.2 0.0 0.1
H -8.091 -1.370 10.722 -0.2 0.0 -0.1
H -7.511 -1.313 9.069 -0.3 0.3 0.1
H -11.509 -0.861 11.092 0.1 0.1 0.0
H -10.765 0.314 12.210 -0.2 0.0 -0.3
H -9.872 -1.113 11.751 -0.1 -0.1 -0.2
C 8.689 -5.157 -7.975 -0.1 0.1 -0.1
C 9.606 -6.194 -7.358 -0.1 0.2 -0.1
O 8.893 -7.416 -7.091 0.0 -0.6 0.4
C 8.676 -8.397 -7.997 -0.8 -1.3 0.2
C 8.951 -8.118 -9.447 0.6 0.0 -0.3
O 8.196 -9.472 -7.651 0.8 2.0 -0.1
H 8.294 -5.489 -8.937 0.1 0.0 0.0
H 9.223 -4.213 -8.126 -0.1 -0.1 0.0
H 7.827 -4.974 -7.325 0.2 0.0 0.0
H 10.499 -6.385 -7.961 -0.2 -0.1 0.0
H 9.961 -5.828 -6.388 -0.2 -0.3 -0.1
H 8.020 -7.814 -9.935 0.1 -0.1 0.1
H 9.324 -9.032 -9.914 -0.3 0.0 0.1
H 9.713 -7.358 -9.614 -0.2 0.1 0.0
C 3.839 3.643 -5.581 0.0 0.0 0.2
C 4.343 3.412 -6.991 -0.1 0.1 0.2
O 5.130 2.209 -7.065 0.4 -0.4 -0.4
C 4.625 0.965 -7.224 0.8 -1.2 -0.1
C 3.148 0.755 -7.056 -0.5 0.1 -0.5
O 5.369 0.010 -7.431 -0.9 1.9 0.4
H 3.184 2.836 -5.248 0.0 0.1 -0.1
H 3.286 4.587 -5.519 0.1 -0.1 0.0
H 4.677 3.680 -4.877 -0.1 0.1 -0.2
H 3.539 3.399 -7.733 0.0 -0.1 0.1
H 5.011 4.234 -7.273 0.1 -0.4 0.0
H 2.948 0.427 -6.032 0.0 0.0 -0.1
H 2.824 -0.019 -7.756 0.2 -0.1 0.3
H 2.548 1.636 -7.279 0.0 0.0 0.2

3.
44
Properties=species:S:1:pos:R:3:forces:R:3 method="wB97M-V/def2-TZVPD" largest_force_ha_per_bohr=0.015 multiplicity=1 mol_weight_g_mol=287.43 lumo_energy_ev=0.57 charge=0 homo_lumo_gap_ev=8.527
C -5.336 -1.699 0.369 -0.1 -0.1 0.0
C -4.085 -1.691 -0.047 0.2 0.1 -0.1
C -3.448 -0.545 -0.773 -0.3 0.0 -0.3
N -2.230 -0.136 -0.115 0.5 0.0 0.2
C -1.915 1.133 0.167 -0.2 -0.4 0.1
S -2.889 2.430 -0.140 -0.3 0.6 -0.2
N -0.745 1.358 0.839 0.7 0.0 0.0
N 0.267 0.398 0.925 -0.6 0.1 0.4
C 1.050 0.113 -0.166 0.1 -0.2 -0.3
O 0.677 0.331 -1.296 0.0 0.1 -0.1
C 2.382 -0.546 0.157 0.2 0.1 0.2
C 2.276 -1.813 1.019 0.0 -0.2 -0.2
C 1.691 -3.055 0.329 0.0 0.1 0.0
C 2.479 -3.451 -0.918 -0.1 0.0 0.3
C 0.212 -2.893 -0.013 0.2 -0.2 0.1
C 3.295 0.479 0.853 -0.2 0.4 -0.3
C 3.348 1.847 0.158 0.7 -0.2 0.1
C 3.713 1.752 -1.320 -0.2 0.1 0.3
O 2.087 2.471 0.343 -0.2 0.3 0.0
H -5.764 -2.547 0.876 0.0 -0.2 0.1
H -5.987 -0.856 0.210 -0.1 0.2 0.0
H -3.440 -2.546 0.120 0.0 -0.2 0.1
H -4.113 0.321 -0.800 0.1 -0.2 -0.1
H -3.221 -0.846 -1.806 0.0 0.1 0.1
H -1.535 -0.848 0.054 0.1 0.1 0.0
H -0.420 2.320 0.789 0.0 -0.3 -0.1
H 0.704 0.376 1.837 -0.1 0.0 -0.2
H 2.834 -0.810 -0.801 -0.1 0.1 0.0
H 1.689 -1.606 1.916 0.1 0.0 0.1
H 3.288 -2.064 1.348 0.0 0.0 0.1
H 1.778 -3.873 1.055 0.0 0.1 0.0
H 3.545 -3.491 -0.705 0.2 0.0 0.0
H 2.163 -4.433 -1.262 0.0 -0.1 -0.1
H 2.308 -2.744 -1.726 0.0 0.1 -0.1
H -0.354 -2.606 0.872 -0.1 0.0 0.1
H 0.083 -2.144 -0.791 -0.1 0.1 -0.1
H -0.190 -3.833 -0.384 -0.1 -0.1 -0.1
H 4.308 0.075 0.898 0.0 0.0 0.1
H 2.956 0.644 1.878 0.1 0.0 0.1
H 4.113 2.451 0.677 -0.1 -0.2 -0.1
H 3.896 2.746 -1.725 0.0 0.1 -0.1
H 4.614 1.158 -1.450 0.1 0.0 -0.1
H 2.898 1.297 -1.879 0.0 -0.1 -0.1
H 1.986 3.162 -0.320 0.0 0.0 0.0